1.
ORCA calculation (ωB97M-V/def2-TZVPD) on 2 unconnected molecules or ions with the total composition C17H37NO4P at a distorted geometry.

## Properties
- F_max: 2.25 eV/Å
- LUMO energy: -2.91 eV
- Spin multiplicity: 1
- HOMO: -12.86 eV
- Relative energy (zero: lowest compared OMol25 entry of this formula, charge and spin): 0.286 eV
- E_tot: -1366.74731 a.u.
- Charge: +1

XYZ file:
```
60
Properties=species:S:1:pos:R:3:forces:R:3:nbo_charge:R:1
C 2.09891 -2.55075 3.79320 0.067 0.305 -0.479 -0.243
O 2.46059 -3.36325 2.70467 0.068 -0.244 0.360 -0.514
C 1.64301 -3.22439 1.58127 0.340 -0.033 -0.380 -0.063
C 2.01701 -2.01174 0.74006 -0.167 0.063 -0.129 -0.439
C 1.09966 -1.75755 -0.45282 -0.010 -0.158 0.397 -0.391
C -0.40688 -1.66975 -0.16787 0.358 0.152 -0.220 -0.748
P -0.89814 -0.22192 0.77601 -0.524 0.000 -0.168 1.345
C -0.51965 -0.26133 2.53848 0.444 0.807 0.253 -0.867
C -0.81889 1.11719 3.14660 -1.666 0.893 0.190 0.782
O -1.96268 1.50246 3.31943 2.125 -0.659 -0.336 -0.530
O 0.24429 1.90319 3.40393 -0.815 -0.154 0.038 -0.634
C -2.62223 0.22788 0.50975 0.179 -0.448 0.425 -0.845
C -3.69332 -0.87308 0.56773 -1.095 -0.350 -1.340 0.697
O -4.31364 -1.10563 -0.46147 0.808 0.407 1.409 -0.518
N -4.04867 -1.39242 1.82865 0.044 0.093 -0.875 -0.477
C -3.20514 -2.49636 2.26981 0.084 0.033 0.493 -0.411
C -5.45841 -1.80197 1.85285 0.262 -0.212 0.151 -0.409
H 2.59570 -2.91008 4.67976 0.077 -0.214 0.214 0.220
H 1.01791 -2.55563 3.92688 -0.239 -0.109 0.239 0.151
H 2.42195 -1.51809 3.63144 0.045 0.209 0.038 0.145
H 0.58368 -3.25706 1.85065 -0.205 0.145 0.241 0.140
H 1.83474 -4.10499 0.97719 -0.102 -0.261 -0.140 0.206
H 2.13142 -1.11471 1.34478 -0.082 0.164 0.220 0.182
H 3.00257 -2.20883 0.33703 0.314 0.066 -0.021 0.244
H 1.22670 -2.57940 -1.14718 -0.023 -0.128 -0.294 0.238
H 1.40737 -0.85150 -0.96047 0.142 0.130 -0.218 0.226
H -0.78825 -2.58791 0.25677 -0.221 -0.116 0.273 0.269
H -0.91080 -1.54388 -1.12447 -0.269 0.077 -0.142 0.285
H -0.14863 0.83719 0.25202 0.059 0.022 0.065 0.039
H 0.53713 -0.48071 2.64032 0.147 -0.334 0.000 0.267
H -1.10446 -0.98782 3.07936 -0.220 -0.307 -0.023 0.303
H 1.06984 1.41728 3.37248 0.340 -0.111 -0.034 0.492
H -2.86110 0.97138 1.26674 -0.006 0.135 0.181 0.320
H -2.69057 0.68948 -0.46557 0.044 0.015 -0.345 0.296
H -3.17942 -2.54564 3.35317 -0.039 0.035 0.236 0.218
H -2.18535 -2.40473 1.92508 0.282 0.088 -0.153 0.166
H -3.57564 -3.45449 1.91175 -0.088 -0.141 -0.230 0.211
H -5.62588 -2.69473 1.25802 -0.054 -0.137 -0.236 0.198
H -6.07981 -1.00494 1.47905 -0.195 0.217 0.006 0.227
H -5.70358 -2.03777 2.87913 -0.162 0.093 0.266 0.214
C 1.02765 3.84102 -1.17835 -0.106 0.010 -0.106 -0.609
C 0.48599 2.99871 -2.33053 0.052 -0.040 0.180 -0.401
C 1.36701 1.79847 -2.67344 -0.096 -0.074 -0.044 -0.388
C 2.78247 2.13587 -3.14173 0.041 0.050 0.073 -0.399
C 2.84679 3.03993 -4.37097 -0.010 -0.081 -0.089 -0.400
C 2.20705 2.42578 -5.61319 0.012 0.085 0.059 -0.611
H 1.99753 4.27562 -1.41782 0.026 -0.013 0.020 0.216
H 0.34982 4.66231 -0.94631 0.012 0.006 0.036 0.222
H 1.14475 3.23861 -0.27144 0.049 0.004 0.013 0.177
H 0.34857 3.62721 -3.21199 -0.010 -0.012 -0.022 0.215
H -0.51251 2.63358 -2.06330 -0.028 0.027 -0.060 0.183
H 0.86478 1.19760 -3.43748 0.014 -0.010 0.002 0.206
H 1.44358 1.15523 -1.78436 0.018 0.031 0.008 0.161
H 3.30728 1.20084 -3.36044 0.003 -0.002 -0.017 0.203
H 3.33619 2.60637 -2.32452 -0.011 -0.005 0.010 0.202
H 3.89616 3.25399 -4.58250 0.008 0.032 0.014 0.213
H 2.37898 4.00421 -4.15589 0.010 0.008 0.027 0.196
H 2.68254 1.47651 -5.86698 -0.017 -0.022 0.003 0.204
H 2.31401 3.09091 -6.46937 -0.006 -0.016 -0.024 0.222
H 1.13998 2.24417 -5.47360 -0.006 -0.012 -0.014 0.196
```
Forces are in eV/Å.


2.
ORCA calculation (ωB97M-V/def2-TZVPD) on 6 unconnected molecules or ions with the total composition C50H95O12PS5 at a distorted geometry.

## Properties
- F_max: 1.89 eV/Å
- SMILES: CCCCCCCCCCCCCCCCO[C@](COC)(Cc1ccc(C)cc1)P(C)CC.O=S1(=O)CCCC1.O=S1(=O)CCCC1.O=S1(=O)CCCC1.O=S1(=O)CCCC1.O=S1(=O)CCCC1
- LUMO energy: 0.52 eV
- Spin multiplicity: 1
- HOMO: -7.15 eV
- E_tot: -5197.19449 a.u.

XYZ file:
```
163
Properties=species:S:1:pos:R:3:forces:R:3:mulliken_charge:R:1
C 5.91985 -3.45627 3.48701 0.528 0.173 -0.713 -1.214
C 5.62239 -4.17237 2.16224 -0.427 0.016 0.182 -0.549
C 5.94630 -3.33465 0.89950 -0.209 -0.113 0.764 -0.336
C 5.66203 -1.83157 1.05737 -0.423 -0.521 -0.627 -0.795
C 4.15146 -1.53697 1.14248 0.711 1.010 -0.233 -0.499
C 3.91492 -0.03616 0.79130 -0.225 -0.773 0.423 -0.754
C 2.81608 0.62395 1.63740 0.043 0.480 -1.279 -0.587
C 2.15500 1.75618 0.82602 -0.006 0.145 0.636 -1.048
C 1.26266 2.67937 1.71118 0.326 -0.077 -1.410 0.332
C -0.16094 2.83363 1.12860 -0.130 -0.056 0.734 -1.080
C -1.26425 2.45197 2.11972 0.009 -0.236 0.045 -0.527
C -2.66000 2.51339 1.49320 -0.633 0.330 -0.091 0.184
C -3.75961 2.98524 2.45828 0.833 0.204 0.596 -1.308
C -3.83385 2.17011 3.77011 -1.072 0.193 0.133 -0.532
C -4.94057 1.08687 3.83085 0.608 -0.717 -0.049 -1.088
C -5.19797 0.37576 2.49491 0.397 0.850 1.172 0.123
O -6.13641 -0.64671 2.75897 0.314 -0.056 -0.571 -0.426
C -6.57190 -1.36785 1.61699 -1.610 -0.176 -0.970 1.392
C -7.60202 -0.48902 0.84466 -0.567 -0.349 0.229 -1.020
O -7.68945 -0.78009 -0.54351 0.073 0.275 0.108 -0.250
C -8.84949 -1.48755 -0.91589 -0.169 -0.326 -0.440 -0.359
C -7.37877 -2.57975 2.19646 1.266 -0.081 0.184 -1.587
C -6.46917 -3.68839 2.70821 -0.897 0.220 -0.328 0.127
C -6.57035 -4.96230 2.18426 -0.407 0.439 -0.290 -0.382
C -5.72193 -5.94199 2.61990 -0.183 -1.435 -0.615 -0.834
C -4.75557 -5.72959 3.57151 0.550 -0.457 0.493 1.101
C -3.82028 -6.83903 3.99211 0.063 0.319 -0.374 -1.401
C -4.67777 -4.46946 4.12490 0.291 -0.078 0.075 -0.958
C -5.52764 -3.48746 3.68528 0.222 1.285 0.939 -0.081
P -5.18095 -2.07763 0.55055 1.037 -0.193 0.564 0.005
C -5.92880 -3.26972 -0.66611 -0.477 0.554 0.065 -0.715
C -4.44182 -0.75673 -0.54861 0.417 -0.349 -0.134 -0.327
C -2.89807 -0.90212 -0.45332 -0.488 -0.527 0.084 -1.167
H 5.26120 -2.59423 3.60301 -0.076 -0.157 0.204 0.246
H 6.93429 -3.04478 3.42512 -0.007 -0.121 0.309 0.278
H 5.84502 -4.11802 4.34909 -0.056 0.050 -0.020 0.404
H 6.17871 -5.11367 2.10628 -0.036 0.050 0.071 0.439
H 4.56191 -4.45262 2.17917 0.066 0.023 -0.148 0.275
H 6.97904 -3.55999 0.61942 0.005 0.396 -0.070 0.386
H 5.30509 -3.69618 0.08789 0.197 -0.014 -0.076 -0.028
H 6.17232 -1.37440 1.90865 0.057 -0.122 -0.035 0.248
H 6.02256 -1.32870 0.15603 0.130 -0.057 0.083 0.570
H 3.75336 -1.74138 2.13984 -0.045 -0.197 -0.110 0.348
H 3.62821 -2.13159 0.38840 -0.091 -0.213 0.301 0.263
H 4.86594 0.49758 0.87240 -0.140 0.145 0.103 0.440
H 3.63345 0.00165 -0.26634 0.009 0.151 0.060 0.341
H 2.04412 -0.12187 1.85337 0.083 0.085 0.335 0.304
H 3.21476 1.06237 2.55552 -0.008 -0.330 0.106 0.278
H 1.57254 1.31246 0.01183 0.009 -0.024 0.075 0.347
H 2.93266 2.35476 0.33898 0.021 -0.064 0.086 0.400
H 1.28322 2.28888 2.73021 -0.301 0.195 0.023 0.596
H 1.73799 3.66586 1.69802 -0.145 -0.333 0.396 -0.389
H -0.28851 2.20763 0.23936 0.079 0.134 -0.034 0.321
H -0.31428 3.87766 0.83414 -0.089 -0.122 -0.144 0.344
H -1.06119 1.44087 2.49532 -0.006 0.058 -0.032 0.418
H -1.21133 3.09911 3.00400 0.000 0.066 -0.131 0.317
H -2.97408 1.55605 1.06698 0.298 0.007 -0.083 -0.654
H -2.62623 3.23260 0.66455 -0.046 -0.145 -0.027 0.501
H -4.73982 3.05748 1.98092 0.069 -0.121 -0.056 0.496
H -3.49921 4.01247 2.74310 -0.052 -0.042 -0.078 0.479
H -2.89009 1.70309 4.05446 0.129 0.175 -0.348 0.406
H -4.06022 2.88853 4.56459 0.116 -0.169 0.084 0.360
H -4.56787 0.29117 4.48758 -0.195 0.119 0.145 0.162
H -5.87278 1.42901 4.28685 -0.008 0.200 -0.305 0.425
H -4.22290 -0.01694 2.17802 -0.249 -0.215 -0.313 0.145
H -5.55247 1.12549 1.77985 -0.111 -0.375 -0.258 0.134
H -7.44153 0.58227 0.99420 0.352 -0.103 -0.188 0.235
H -8.58777 -0.69839 1.28515 0.092 0.170 0.109 0.448
H -8.81342 -2.53878 -0.60514 -0.009 0.080 0.072 0.190
H -8.91570 -1.49118 -2.00953 0.104 0.077 0.180 -0.036
H -9.77409 -1.04337 -0.52779 0.161 0.105 0.072 0.343
H -7.98708 -2.18308 3.01435 -0.068 0.044 -0.126 0.549
H -8.02490 -3.01405 1.43428 -0.106 0.223 0.011 0.477
H -7.30766 -5.15730 1.41290 0.037 -0.158 0.041 0.371
H -5.82112 -6.93815 2.19160 0.066 0.068 0.014 0.351
H -3.00281 -6.41244 4.57542 -0.071 -0.228 0.149 0.338
H -3.37701 -7.29703 3.10325 -0.036 -0.071 0.105 0.347
H -4.33640 -7.62025 4.55317 0.086 0.072 0.078 0.297
H -3.93589 -4.22938 4.87834 -0.018 -0.095 0.011 0.308
H -5.43133 -2.50952 4.14466 -0.098 0.023 -0.159 0.400
H -6.90477 -3.61663 -0.32833 0.107 -0.095 0.038 0.147
H -5.27741 -4.13695 -0.76662 0.022 0.086 0.015 0.422
H -6.10030 -2.79971 -1.63669 0.111 -0.062 0.031 0.136
H -4.68652 -0.99085 -1.58836 -0.422 0.207 0.114 0.305
H -4.77910 0.25159 -0.30493 -0.064 -0.056 -0.114 0.375
H -2.69410 -1.96707 -0.30067 0.191 0.098 -0.033 0.384
H -2.47973 -0.38807 0.41283 0.071 0.085 -0.164 0.197
H -2.39857 -0.62419 -1.38372 0.014 0.356 0.187 0.404
C 6.74015 -5.28042 -3.91397 0.345 0.279 -0.046 -0.395
C 8.01086 -5.46952 -3.07378 -0.154 -0.033 0.067 -0.694
C 8.70234 -4.10461 -2.97410 0.207 -0.376 0.043 -0.741
S 7.40059 -2.87312 -3.10996 -0.189 -0.295 0.057 1.049
O 7.59697 -2.12486 -4.32616 0.052 0.159 0.093 -0.703
O 7.23023 -2.21612 -1.83877 0.098 0.267 -0.144 -0.539
C 6.06205 -4.03088 -3.35955 -0.156 -0.355 -0.060 -0.626
H 6.08511 -6.14822 -3.85787 -0.014 0.014 -0.056 0.383
H 7.00483 -5.12834 -4.96649 -0.112 0.035 0.602 0.287
H 7.74083 -5.81851 -2.07361 0.021 0.026 -0.001 0.327
H 8.67587 -6.21430 -3.51114 0.005 0.018 0.007 0.326
H 9.21537 -3.97388 -2.02412 -0.014 0.175 -0.029 0.412
H 9.39809 -3.94462 -3.79587 -0.067 0.110 -0.023 0.365
H 5.32892 -3.59977 -4.03785 0.063 0.136 0.030 0.464
H 5.60754 -4.22272 -2.38660 0.030 0.100 0.024 0.184
C 4.16581 7.33641 4.88868 -0.120 -0.018 -0.075 -0.710
C 2.82138 8.02904 4.62872 0.252 -0.039 0.189 -0.232
C 2.06454 7.18945 3.59678 -0.041 0.380 0.044 -0.791
S 2.64353 5.50024 3.80005 -0.059 0.359 0.329 1.291
O 3.34985 5.10846 2.60551 -0.015 -0.114 0.007 -0.693
O 1.58505 4.69566 4.35587 0.034 -0.200 -0.184 -0.673
C 3.84323 5.85802 5.08013 0.319 0.165 0.134 -0.840
H 4.67286 7.75017 5.76004 0.011 -0.019 -0.008 0.377
H 4.82107 7.46521 4.02382 0.019 -0.029 0.021 0.313
H 2.24994 8.07179 5.55975 -0.005 -0.032 -0.012 0.276
H 2.95121 9.04915 4.27877 -0.022 -0.182 0.029 0.109
H 0.98993 7.21807 3.75827 -0.007 -0.136 -0.092 0.421
H 2.29521 7.50186 2.57983 0.019 -0.100 -0.015 0.411
H 4.70634 5.20590 4.96413 -0.108 -0.116 -0.073 0.422
H 3.36333 5.67976 6.04223 -0.053 -0.050 -0.044 0.363
C 8.73573 -6.81916 -8.97033 -0.045 -0.087 0.066 -0.558
C 7.98432 -8.14612 -9.13986 0.023 0.055 -0.039 -0.595
C 6.77263 -8.11038 -8.19989 0.215 -0.334 -0.112 -0.651
S 6.33407 -6.37743 -8.01479 0.136 -0.022 -0.277 0.996
O 6.55739 -5.98889 -6.63949 -0.261 -0.246 -0.639 -0.600
O 5.08075 -6.12444 -8.67318 -0.130 0.090 0.231 -0.685
C 7.66977 -5.72881 -9.01160 0.364 0.009 -0.089 -0.694
H 9.48352 -6.67478 -9.74877 -0.001 0.011 0.014 0.353
H 9.24667 -6.80484 -8.00474 0.006 0.041 -0.015 0.269
H 7.64585 -8.24311 -10.17344 -0.007 0.019 0.012 0.297
H 8.62249 -9.00187 -8.92357 -0.023 -0.003 0.001 0.327
H 5.92104 -8.64841 -8.60866 -0.100 0.100 0.102 0.328
H 7.01755 -8.49954 -7.21311 -0.049 0.106 0.042 0.365
H 8.00402 -4.77871 -8.60058 -0.153 0.017 0.063 0.403
H 7.28735 -5.58715 -10.02206 -0.074 0.006 0.035 0.336
C -7.61863 -1.41350 -7.35245 -0.026 0.075 0.081 -0.590
C -6.92314 -0.52054 -6.31634 0.015 -0.051 -0.049 -0.781
C -7.53426 -0.84369 -4.94703 0.197 0.346 -0.120 -0.298
S -8.08686 -2.55178 -5.03682 0.272 0.117 -0.159 1.125
O -9.52363 -2.57560 -4.92980 -0.007 -0.115 0.163 -0.659
O -7.25006 -3.36867 -4.19612 -0.220 -0.102 0.153 -0.640
C -7.63776 -2.81428 -6.74870 0.032 0.108 -0.348 -0.709
H -7.10146 -1.39983 -8.31099 -0.013 -0.007 0.003 0.360
H -8.64062 -1.06364 -7.51515 -0.001 -0.039 -0.017 0.288
H -5.85406 -0.74282 -6.30415 -0.014 -0.015 0.005 0.323
H -7.03425 0.53643 -6.55476 0.006 -0.006 0.020 0.333
H -6.80817 -0.74753 -4.14278 -0.116 -0.097 0.106 0.101
H -8.40381 -0.22298 -4.73812 -0.058 -0.107 0.029 0.402
H -8.35932 -3.47955 -7.21730 -0.033 -0.057 0.149 0.400
H -6.64572 -3.26512 -6.76422 -0.018 -0.024 0.071 0.338
C 0.66166 14.08921 3.44762 0.028 -0.023 0.117 -0.584
C 1.98646 13.99027 4.21478 -0.014 0.014 -0.074 -0.647
C 1.99692 12.63866 4.93939 0.223 0.318 0.105 -0.648
S 0.97156 11.53577 3.95804 0.079 0.304 -0.195 1.171
O -0.18867 11.17419 4.72875 0.038 -0.211 0.010 -0.693
O 1.80255 10.53445 3.33393 -0.269 0.057 -0.016 -0.685
C 0.49198 12.75089 2.73597 -0.077 0.320 -0.119 -0.730
H 0.66395 14.91832 2.74156 -0.012 -0.011 0.001 0.344
H -0.16098 14.24534 4.14903 -0.020 -0.009 -0.036 0.297
H 2.81922 14.03680 3.50992 -0.015 -0.015 -0.002 0.309
H 2.10796 14.81258 4.91849 0.010 -0.021 0.005 0.323
H 2.99857 12.22153 5.01153 -0.072 -0.141 0.021 0.338
H 1.55298 12.70971 5.93068 -0.080 -0.103 -0.039 0.405
H -0.52780 12.55772 2.41117 0.023 -0.159 0.047 0.399
H 1.17789 12.66115 1.89375 0.007 -0.071 0.022 0.350
```
Forces are in eV/Å.